Record 1
Molecular formula: C18H44O18
Method: DFT, ωB97M-V/def2-TZVPD

Properties
Structure (SMILES): O=C1OCCO1.O=C1OCCO1.OCCO.OCCO.OCCO.OCCO.OCCO.OCCO
LUMO level, hartree: 0.007
HOMO-LUMO gap, eV: 9.72
Total charge: 0

Last column: Löwdin charge in e.
Atoms and positions in Å:
O: 5.88016 13.33713 12.41742  0.11
C: 6.84234 13.99219 11.96390  -0.53
O: 6.83029 15.11397 11.34072  0.09
C: 8.04241 15.45407 10.75230  -0.11
C: 9.04460 14.57451 11.49668  -0.12
O: 8.17516 13.66891 12.17622  0.04
H: 7.95291 15.28178 9.67972  0.14
H: 8.25645 16.47670 11.06298  0.14
H: 9.61449 15.11685 12.25112  0.13
H: 9.66540 14.10410 10.73416  0.11
O: 14.83923 9.80297 11.89462  0.10
C: 14.87236 8.68286 12.44204  -0.51
O: 13.79417 8.20495 13.06892  0.02
C: 13.74085 6.75384 13.09534  -0.08
C: 15.26092 6.55856 12.98182  -0.09
O: 15.79709 7.72218 12.26256  0.10
H: 13.18332 6.40294 13.96376  0.14
H: 13.20289 6.36138 12.23240  0.12
H: 15.24173 5.59667 12.46946  0.13
H: 15.67912 6.41503 13.97810  0.13
O: 12.86008 14.19372 8.30992  -0.06
C: 13.68568 13.95341 7.26704  -0.31
C: 13.71125 12.57394 6.64342  -0.25
O: 14.16419 11.55475 7.49324  -0.06
H: 13.16367 13.72481 9.09066  0.02
H: 13.37366 14.70366 6.54050  0.12
H: 14.67733 14.23348 7.62242  0.12
H: 14.33583 12.55253 5.75036  0.12
H: 12.68285 12.33929 6.36876  0.11
H: 13.74062 11.63450 8.35106  0.06
O: 13.40528 7.87866 8.59150  -0.06
C: 12.00763 8.24323 8.69448  -0.19
C: 11.58400 8.68978 10.14296  -0.25
O: 11.40066 7.62189 11.01978  -0.05
H: 13.41084 6.96409 8.88324  0.07
H: 11.63356 8.94599 7.94998  0.11
H: 11.44565 7.36345 8.38100  0.11
H: 10.75706 9.39809 10.19360  0.11
H: 12.42759 9.28508 10.49234  0.09
H: 11.56400 7.98510 11.89326  0.07
O: 11.47383 16.79001 15.81600  -0.07
C: 12.03403 15.85341 14.87036  -0.21
C: 13.35780 15.23398 15.41498  -0.23
O: 12.97674 14.23727 16.35742  -0.07
H: 10.97291 16.30735 16.47760  0.08
H: 11.30267 15.15982 14.45546  0.11
H: 12.38990 16.44534 14.02710  0.11
H: 13.96902 16.00972 15.87622  0.12
H: 14.05276 14.78769 14.70368  0.08
H: 13.73337 13.72282 16.64801  0.07
O: 10.36358 7.89691 16.30590  -0.08
C: 10.32716 9.34586 16.29698  -0.24
C: 11.23454 9.88446 15.28868  -0.32
O: 11.30881 11.23665 15.52372  -0.04
H: 10.98132 7.59441 16.97561  0.07
H: 9.29442 9.68855 16.23290  0.13
H: 10.69598 9.72234 17.25110  0.13
H: 10.92717 9.65070 14.26938  0.12
H: 12.16020 9.37638 15.55904  0.12
H: 11.92483 11.62019 14.89522  0.05
O: 14.78785 12.49439 14.86784  -0.10
C: 16.12334 13.06814 14.64140  -0.17
C: 16.57855 12.66671 13.19312  -0.18
O: 15.75487 13.32235 12.20072  -0.08
H: 14.30729 12.44664 14.03816  0.03
H: 16.07468 14.14412 14.80868  0.10
H: 16.86977 12.63271 15.30574  0.12
H: 16.45684 11.59170 13.06034  0.11
H: 17.64048 12.89273 13.09650  0.12
H: 16.26977 13.51238 11.41308  0.10
O: 13.60437 12.91290 10.55218  -0.07
C: 12.50362 13.20689 11.41502  -0.19
C: 11.84769 12.03346 12.06666  -0.18
O: 12.74947 11.57232 13.06162  -0.08
H: 14.39939 12.90344 11.09020  0.05
H: 12.93074 13.82019 12.20846  0.13
H: 11.75772 13.74818 10.83302  0.10
H: 11.65393 11.19448 11.39832  0.11
H: 10.91582 12.38340 12.51082  0.13
H: 13.27184 10.86919 12.66876  0.05

Forces on atoms 1 to 2 (eV/Å):
3.540 2.437 -1.843
-1.262 -3.637 3.119

Record 2
Molecular formula: C18H45Br2N6O6P2
Method: DFT, ωB97M-V/def2-TZVPD

Properties
LUMO level, hartree: -0.151
HOMO-LUMO gap, eV: 7.15
Total charge: +1

Last column: Löwdin charge in e.
Atoms and positions in Å:
C: -3.60630 -1.43879 -0.07109  -0.14
C: -2.23564 -1.51189 -0.77307  -0.73
Br: -2.44664 -0.81742 -2.61753  0.78
C: -1.65934 -2.92805 -0.94521  -0.41
P: -1.71719 -3.93952 0.57341  0.44
O: -1.45612 -3.04616 1.88037  -0.22
Br: -0.06298 -5.39382 0.43469  0.58
P: -3.58945 -5.08268 0.71548  0.60
N: -4.23005 -4.90549 2.15748  -0.30
H: -3.48605 -1.11538 0.96396  0.09
H: -4.21682 -0.67344 -0.54762  0.06
H: -4.17248 -2.36661 -0.14855  0.05
H: -1.53137 -0.83970 -0.29457  0.08
H: -2.20358 -3.45172 -1.73696  0.09
H: -0.61801 -2.83610 -1.25511  0.06
H: -0.48836 -2.94200 1.96362  0.08
H: -4.42499 -4.64047 -0.34773  0.00
H: -3.27651 -6.44842 0.48037  0.00
H: -3.65099 -4.29462 2.72867  -0.04
C: 3.11149 -3.03876 -1.26734  0.01
C: 2.06357 -2.20531 -0.57727  -0.52
O: 1.07055 -2.71763 -0.03200  -0.15
N: 2.21176 -0.87714 -0.57156  0.04
C: 3.26198 -0.06398 -1.14921  -0.06
H: 2.84146 -4.08846 -1.18772  0.08
H: 3.17359 -2.77319 -2.32232  0.09
H: 4.08310 -2.89249 -0.79587  0.10
H: 1.47175 -0.38035 -0.09521  0.12
H: 3.71846 0.52808 -0.36182  0.08
H: 2.81244 0.61394 -1.87211  0.09
H: 4.01650 -0.67114 -1.63973  0.08
C: -3.83868 4.70193 -2.12165  -0.02
C: -3.33037 3.29592 -2.32561  -0.56
O: -3.17358 2.81376 -3.43528  0.02
N: -3.04126 2.56379 -1.21388  0.02
C: -3.15234 2.95746 0.17895  -0.06
H: -4.02020 5.15000 -3.09350  0.10
H: -4.77354 4.69355 -1.56034  0.10
H: -3.09979 5.30328 -1.58999  0.07
H: -2.70903 1.63628 -1.42837  0.06
H: -2.17369 2.89230 0.65897  0.08
H: -3.84233 2.28802 0.69796  0.08
H: -3.51843 3.97361 0.27138  0.08
C: 2.07678 2.37474 2.67298  0.00
C: 1.66368 2.67050 1.25225  -0.53
O: 1.71659 1.81825 0.36501  -0.01
N: 1.22323 3.91136 0.96991  0.03
C: 1.08674 5.04892 1.86253  -0.06
H: 2.40392 1.34066 2.73627  0.08
H: 2.90210 3.02040 2.97244  0.09
H: 1.23662 2.51909 3.35252  0.09
H: 0.95369 4.03812 0.00451  0.12
H: 0.04574 5.37025 1.88087  0.09
H: 1.69626 5.87424 1.49515  0.09
H: 1.40068 4.79837 2.87013  0.07
C: 1.28537 5.70559 -2.78203  -0.01
C: -0.14977 5.51231 -2.35590  -0.54
O: -0.52018 5.71489 -1.20527  0.01
N: -1.03274 5.10223 -3.29860  0.03
C: -0.78596 4.81410 -4.70100  -0.05
H: 1.86387 6.03467 -1.92364  0.08
H: 1.70494 4.76841 -3.15006  0.09
H: 1.35364 6.46594 -3.55998  0.09
H: -1.97166 4.99426 -2.94928  0.06
H: -1.39953 5.46757 -5.32215  0.09
H: -1.05381 3.77830 -4.91377  0.08
H: 0.25696 4.96724 -4.95481  0.07
C: 2.76797 -4.74868 2.62884  -0.03
C: 4.01712 -5.27059 3.30075  -0.55
O: 5.08755 -4.70100 3.18580  0.04
N: 3.90652 -6.40479 4.04108  0.01
C: 2.72394 -7.20989 4.28719  -0.07
H: 3.01861 -3.84589 2.07947  0.07
H: 2.37712 -5.48649 1.92944  0.03
H: 2.00845 -4.50641 3.37489  0.08
H: 4.77635 -6.69575 4.45880  0.14
H: 2.52455 -7.25229 5.35890  0.09
H: 2.88838 -8.22537 3.92332  0.09
H: 1.85573 -6.79448 3.78633  0.07

Forces on atoms 1 to 2 (eV/Å):
0.337 0.482 -0.237
-0.887 -0.140 -0.364

Record 3
Molecular formula: C18H45Cl2O16P3
Method: DFT, ωB97M-V/def2-TZVPD

Properties
Structure (SMILES): COP(=O)(OC)OC.COP(=O)(OC)OC.COP(=O)(OC)OC.CCOC(C)=O.CCOC(C)=O.ClCCl
LUMO level, hartree: 0.022
Relative energy (zero: lowest compared OMol25 entry of this formula, charge and spin), kcal/mol: 75.1
HOMO-LUMO gap, eV: 10.80
Total charge: 0

Last column: Löwdin charge in e.
Atoms and positions in Å:
C: 24.00681 -13.96702 -11.20646  -0.07
O: 25.00128 -14.91533 -10.73040  -0.24
P: 24.89362 -15.64450 -9.29267  0.48
O: 24.60165 -14.76660 -8.11457  -0.25
O: 23.98719 -16.98145 -9.47459  -0.23
C: 24.33025 -18.18405 -10.12737  -0.11
O: 26.30567 -16.44223 -9.11720  -0.25
C: 27.37288 -15.99402 -8.28961  -0.10
H: 24.62548 -13.28080 -11.78479  0.09
H: 23.53176 -13.52926 -10.32852  0.08
H: 23.27483 -14.38220 -11.89923  0.08
H: 25.39345 -18.22358 -10.36431  0.08
H: 23.82670 -18.26215 -11.09093  0.09
H: 24.08887 -19.03089 -9.48497  0.09
H: 27.60217 -14.94351 -8.46839  0.09
H: 28.20874 -16.69249 -8.32918  0.09
H: 27.07399 -16.02189 -7.24175  0.08
C: 19.27968 -0.56143 -10.53711  -0.13
O: 20.28306 -0.82446 -11.50055  -0.22
P: 21.43111 -2.00302 -11.31243  0.47
O: 22.09394 -2.36787 -12.59182  -0.24
O: 22.37899 -1.23666 -10.24767  -0.20
C: 23.72547 -1.16173 -10.31646  -0.17
O: 20.68446 -3.20369 -10.55623  -0.23
C: 19.67758 -3.93310 -11.35037  -0.06
H: 19.45689 0.21328 -9.79112  0.09
H: 18.91069 -1.46015 -10.04291  0.07
H: 18.36029 -0.23888 -11.02574  0.08
H: 24.08699 -1.37264 -11.32290  0.08
H: 24.26741 -1.96514 -9.81751  0.10
H: 24.02267 -0.11957 -10.19955  0.10
H: 18.71418 -3.76197 -10.87008  0.08
H: 19.81664 -5.01302 -11.30028  0.09
H: 19.74438 -3.64723 -12.40010  0.09
C: 28.83602 -0.84424 -16.25913  -0.06
O: 28.77339 0.34024 -17.11248  -0.24
P: 29.74563 1.61866 -16.96129  0.49
O: 31.19059 1.35309 -17.25751  -0.25
O: 28.96101 2.84340 -17.69502  -0.22
C: 27.70023 3.31288 -17.24718  -0.11
O: 29.48252 2.04825 -15.38275  -0.27
C: 30.25722 3.16589 -14.94258  -0.12
H: 28.94657 -0.69335 -15.18530  0.09
H: 29.53367 -1.50121 -16.77853  0.09
H: 27.81969 -1.23524 -16.30690  0.08
H: 27.54899 2.91901 -16.24215  0.08
H: 26.81443 2.87333 -17.70570  0.09
H: 27.60430 4.39843 -17.22550  0.09
H: 29.69090 3.97626 -14.48358  0.09
H: 30.82431 3.61017 -15.76058  0.08
H: 31.07638 2.79456 -14.32680  0.09
C: 21.44858 -5.06917 -25.20683  -0.05
C: 20.29391 -5.32492 -26.21852  -0.22
O: 19.20492 -4.51644 -25.94018  0.00
C: 18.37469 -4.88753 -25.01298  -0.58
C: 17.22447 -3.87119 -24.84641  0.02
O: 18.45033 -5.78531 -24.23539  0.12
H: 22.33659 -5.53603 -25.63294  0.07
H: 21.20989 -5.45838 -24.21708  0.07
H: 21.69288 -4.00762 -25.16773  0.08
H: 20.63541 -4.93409 -27.17702  0.12
H: 19.92074 -6.33432 -26.39160  0.13
H: 16.51030 -3.93650 -25.66726  0.08
H: 17.72107 -2.90332 -24.77780  0.08
H: 16.55521 -4.08181 -24.01224  0.08
C: 28.83721 -10.72227 -21.16136  -0.07
C: 28.56915 -9.19043 -21.34209  -0.19
O: 29.47006 -8.65516 -22.30475  -0.03
C: 30.73699 -8.39292 -21.94105  -0.54
C: 31.51597 -7.88202 -23.10036  0.02
O: 31.20380 -8.69505 -20.85180  0.08
H: 29.78274 -10.97961 -20.68402  0.07
H: 28.78561 -11.40553 -22.00905  0.07
H: 28.02845 -11.04378 -20.50512  0.07
H: 27.55321 -8.98827 -21.68138  0.12
H: 28.78799 -8.79915 -20.34856  0.12
H: 30.97565 -7.19776 -23.75452  0.09
H: 32.00906 -8.74927 -23.53950  0.10
H: 32.36203 -7.36510 -22.64749  0.09
Cl: 21.15984 -9.73202 -18.37948  0.54
C: 21.55705 -8.08636 -18.03384  -1.06
Cl: 23.05871 -7.83053 -17.09970  0.48
H: 21.60908 -7.49987 -18.95113  0.03
H: 20.79461 -7.73179 -17.34024  0.02

Forces on atoms 1 to 2 (eV/Å):
0.864 0.049 0.295
-0.369 -1.098 0.814

Number 1: HOMO energy -0.34990 Eh. Number 2: HOMO energy -0.41346 Eh. Number 3: HOMO energy -0.37481 Eh.